[1]
Formula: C7H14F6IrN5O4PS2Se
Source: the Open Molecules 2025 dataset
Level of theory: the ωB97M-V functional and the def2-TZVPD basis

XYZ file:
```
41
Properties=species:S:1:pos:R:3:lowdin_spin:R:1
Ir 0.07 -0.25 0.33 2.244
F 2.81 0.60 -3.26 0.001
C 3.63 0.93 -2.26 0.002
F 4.05 2.16 -2.41 0.001
F 4.66 0.10 -2.24 0.001
S 2.61 0.73 -0.73 0.012
O 1.41 1.51 -0.96 0.065
O 2.36 -0.71 -0.68 0.053
N 3.49 1.24 0.45 0.000
S 2.69 1.83 1.69 0.008
O 1.38 1.18 1.83 0.070
O 3.49 1.87 2.86 0.008
C 2.32 3.61 1.20 0.002
F 1.01 3.76 0.99 0.000
F 2.98 3.92 0.10 0.001
F 2.68 4.42 2.18 0.000
N 1.44 -2.96 1.04 0.024
N 1.22 -1.74 1.74 0.109
H 1.98 -3.62 1.59 0.003
H 1.95 -2.73 0.19 0.000
H 2.06 -1.20 1.92 0.004
H 0.78 -1.95 2.63 0.003
C -3.41 0.07 1.66 0.013
P -1.69 0.68 1.80 0.090
C -1.88 2.48 1.65 0.018
C -1.32 0.40 3.56 0.021
H -4.02 0.57 2.41 0.002
H -3.45 -1.01 1.85 0.006
H -3.80 0.27 0.67 0.000
H -2.75 2.81 2.21 0.004
H -2.00 2.74 0.60 0.001
H -0.99 2.97 2.03 0.000
H -2.03 0.95 4.18 0.004
H -0.30 0.74 3.78 0.001
H -1.41 -0.66 3.80 0.000
N -0.28 -0.31 -2.88 0.031
C -0.39 -0.41 -1.74 0.117
H -0.16 -0.16 -3.87 0.001
Se -1.42 -2.76 0.21 0.840
C -2.71 -2.03 -0.83 0.089
N -3.53 -1.56 -1.49 0.151
```

Values from the calculation:
Kohn-Sham gap (spin up / spin down) = 8.9 / 6.4 eV
ΔE to the lowest compared entry with this formula, charge and spin = 3.3 kcal per mole
net charge = +1
molecular weight = 712.49 g mol⁻¹
strongest force on any atom = 1.69 eV/A
LUMO energy (spin up / spin down) = -2.59 / -6.78 eV
2S+1 = 5
HOMO (spin up / spin down) = -0.4228 / -0.4859 Ha

***

[2]
Formula: C7H14FN3
Source: the Open Molecules 2025 dataset
Level of theory: the ωB97M-V functional and the def2-TZVPD basis

XYZ file:
```
25
Properties=species:S:1:pos:R:3:mulliken_charge:R:1
C -3.36 0.88 0.22 -1.390
C -2.49 -0.32 -0.21 -0.232
N -1.37 0.37 -0.89 -0.031
C -0.18 0.29 -0.44 0.350
N 0.28 -0.65 0.38 -0.096
C 1.63 -0.77 0.75 0.549
C 1.92 -1.71 1.84 -1.592
N 2.46 -0.28 -0.12 -0.056
C 2.12 0.53 -1.28 -0.888
C 0.81 1.24 -1.09 0.202
F 1.10 2.31 -0.25 -0.276
H -3.09 1.26 1.15 0.409
H -3.42 1.74 -0.34 0.463
H -4.34 0.44 0.28 0.394
H -3.08 -0.87 -1.04 0.340
H -2.32 -0.86 0.77 0.207
H -1.54 1.06 -1.55 0.283
H -0.32 -1.35 0.76 0.321
H 1.49 -1.40 2.83 0.416
H 2.86 -1.78 2.22 0.519
H 1.66 -2.63 1.54 0.463
H 3.42 -0.51 0.12 0.318
H 2.25 0.03 -2.32 0.388
H 2.99 1.13 -1.40 0.456
H 0.53 1.86 -1.94 0.483
```

Values from the calculation:
Kohn-Sham gap = 10.1 eV
structure (SMILES) = CC/[NH+]=C1\[NH+]=C(C)NC[C@@H]1F
ΔE to the lowest compared entry with this formula, charge and spin = 26.5 kcal per mole
net charge = +2
molecular weight = 159.21 g mol⁻¹
strongest force on any atom = 4.78 eV/A
LUMO energy = -8.97 eV
HOMO = -0.7015 Ha

***

[3]
Formula: C7H14GdN2OP
Source: the Open Molecules 2025 dataset
Level of theory: the ωB97M-V functional and the def2-TZVPD basis

XYZ file:
```
26
Properties=species:S:1:pos:R:3:lowdin_spin:R:1
C -0.77 0.08 -3.24 -0.005
C -1.46 1.32 -3.13 -0.001
C -0.60 2.20 -2.41 -0.001
C 0.71 1.65 -2.41 0.000
C 0.60 0.30 -2.83 -0.003
Gd -1.36 -1.51 0.87 7.137
P -0.32 -3.20 -0.91 -0.015
H -1.17 -0.87 -3.58 -0.001
H -2.48 1.51 -3.46 0.000
H -0.89 3.15 -1.96 0.000
H 1.39 -0.45 -2.83 0.000
H 1.64 2.19 -2.21 0.000
H 0.89 -3.84 -1.33 0.004
H -1.26 -4.11 -1.56 -0.006
H -0.41 -3.76 0.46 -0.043
C 0.10 -0.78 3.85 -0.026
N 0.65 0.49 3.30 -0.004
C 0.51 0.86 2.03 -0.001
N 1.01 2.00 1.54 -0.001
O -0.12 0.09 1.18 0.002
H -0.01 -1.58 3.07 -0.029
H -0.87 -0.60 4.34 -0.007
H 0.81 -1.16 4.59 -0.001
H 1.05 1.18 3.93 -0.001
H 0.91 2.18 0.54 0.000
H 1.45 2.67 2.16 0.000
```

Values from the calculation:
Kohn-Sham gap (spin up / spin down) = 4.8 / 4.8 eV
molecular weight = 330.43 g mol⁻¹
strongest force on any atom = 3.40 eV/A
LUMO energy (spin up / spin down) = -0.45 / -0.30 eV
2S+1 = 8
HOMO (spin up / spin down) = -0.1929 / -0.1879 Ha

***

[4]
Formula: C7H14N
Source: the Open Molecules 2025 dataset
Level of theory: the ωB97M-V functional and the def2-TZVPD basis

XYZ file:
```
22
Properties=species:S:1:pos:R:3:mulliken_charge:R:1
C 0.87 -1.29 -1.53 -1.525
C 0.22 -0.70 -0.28 0.337
C 0.75 0.58 0.29 -0.967
C -0.59 0.56 -0.54 -0.230
C -1.78 0.89 0.35 -0.312
C -2.06 -0.01 1.39 -0.112
C -2.89 -0.26 0.22 -0.497
N 3.89 0.33 0.34 -0.601
H 0.21 -1.23 -2.39 0.357
H 1.74 -0.70 -1.79 0.370
H 1.29 -2.27 -1.34 0.378
H -0.32 -1.36 0.38 0.475
H 1.35 1.27 -0.29 0.362
H 0.59 0.75 1.34 0.336
H -0.62 0.98 -1.54 0.595
H -2.13 1.87 0.06 0.521
H -2.45 0.13 2.40 0.290
H -3.85 0.26 0.22 0.305
H -2.82 -1.13 -0.43 0.275
H 3.11 0.37 0.98 0.186
H 4.62 -0.26 0.71 0.239
H 4.29 1.24 0.17 0.219
```

Values from the calculation:
Kohn-Sham gap = 5.0 eV
ΔE to the lowest compared entry with this formula, charge and spin = 137.6 kcal per mole
net charge = +1
molecular weight = 112.20 g mol⁻¹
strongest force on any atom = 3.45 eV/A
LUMO energy = -7.71 eV
HOMO = -0.4679 Ha

***

[5]
Formula: C7H14N
Source: the Open Molecules 2025 dataset
Level of theory: the ωB97M-V functional and the def2-TZVPD basis

XYZ file:
```
22
Properties=species:S:1:pos:R:3:mulliken_charge:R:1
C -2.13 -0.06 0.66 -1.121
C -0.65 0.41 0.81 -0.524
C 0.24 -0.29 -0.14 0.994
C -0.17 -0.96 -1.39 -1.252
C 2.54 -1.09 -0.08 -0.928
C 1.65 -0.08 0.08 0.475
C 2.11 1.29 0.58 -1.332
N -2.75 0.27 -0.59 -0.451
H -2.05 -1.15 0.80 0.444
H -2.72 0.30 1.51 0.443
H -0.75 1.50 0.79 0.416
H -0.38 0.27 1.86 0.455
H -0.53 -0.25 -2.15 0.329
H 0.74 -1.41 -1.78 0.501
H 2.06 -2.05 -0.25 0.325
H 3.61 -0.92 -0.07 0.323
H 1.67 1.58 1.53 0.335
H 3.19 1.27 0.73 0.395
H 1.78 2.04 -0.14 0.363
H -2.88 1.26 -0.77 0.209
H -0.93 -1.74 -1.31 0.371
H -3.65 -0.18 -0.68 0.231
```

Values from the calculation:
Kohn-Sham gap = 6.8 eV
ΔE to the lowest compared entry with this formula, charge and spin = 43.3 kcal per mole
net charge = +1
molecular weight = 112.20 g mol⁻¹
strongest force on any atom = 2.68 eV/A
LUMO energy = -6.28 eV
HOMO = -0.4823 Ha

***

[6]
Formula: C7H14N
Source: the Open Molecules 2025 dataset
Level of theory: the ωB97M-V functional and the def2-TZVPD basis

XYZ file:
```
22
Properties=species:S:1:pos:R:3:mulliken_charge:R:1
C 1.02 4.00 0.47 -0.604
C 0.08 3.11 0.72 -0.407
C -0.29 1.98 -0.17 -0.113
C 0.40 0.85 -0.23 -0.419
C -0.13 -0.42 -0.91 -0.571
C 0.13 -1.64 -0.07 -0.093
C 0.11 -3.00 -0.83 -1.190
N -0.94 -1.84 1.05 -0.370
H 0.99 5.02 0.85 0.258
H 1.95 3.86 -0.07 0.263
H -0.56 3.20 1.61 0.291
H -1.06 2.17 -0.94 0.351
H 1.30 0.71 0.40 0.350
H 0.38 -0.50 -1.88 0.338
H -1.19 -0.44 -1.22 0.412
H 1.06 -1.65 0.50 0.386
H -0.94 -3.32 -0.85 0.373
H 0.81 -3.74 -0.47 0.353
H 0.47 -2.67 -1.81 0.330
H -0.86 -2.73 1.53 0.346
H -1.86 -1.91 0.61 0.370
H -0.89 -1.05 1.70 0.347
```

Values from the calculation:
Kohn-Sham gap = 8.7 eV
structure (SMILES) = C=C/C=C/C[C@H](C)[NH3+]
ΔE to the lowest compared entry with this formula, charge and spin = 37.4 kcal per mole
net charge = +1
molecular weight = 112.20 g mol⁻¹
strongest force on any atom = 2.53 eV/A
LUMO energy = -3.50 eV
HOMO = -0.4499 Ha

***

Which value of strongest force on any atom does entry 3 give? 3.40 eV/A